ORCA calculation (ωB97M-V/def2-TZVPD) on the molecule C3H4N4O in a non-equilibrium geometry.

Positions of all 12 atoms, in Å:
O  -0.74557  -1.59261  0.01560
N  2.34211  0.06650  -0.15327
N  -1.43078  1.17134  0.00599
N  -2.09863  -1.18320  -0.09070
N  1.40540  -1.02364  0.08163
C  0.22179  -0.56598  -0.10906
C  -2.29723  0.07996  0.00070
C  -0.16360  0.77132  -0.05692
H  -3.45769  0.29256  -0.07075
H  3.33397  -0.36921  -0.15441
H  0.61084  1.57720  -0.07184
H  2.27938  0.77577  0.60304

The HOMO energy is -8.984 eV. The energy above the lowest of the compared OMol25 structures with the same formula, charge and spin is 109.7 kcal per mole. The calculation puts the LUMO energy at -1.23 eV. The HOMO-LUMO gap is 7.756 eV.

Here are the Mulliken charges for atoms 1 to 6, given in e: O -0.18; N -0.51; N -0.50; N -0.28; N -0.38; C 0.66


ORCA calculation (ωB97M-V/def2-TZVPD) on a cluster of 2 separate species, C10H14N4O in total in a non-equilibrium geometry.

Positions of all 29 atoms, in Å:
O  -0.62218  -0.74803  -2.23075
N  -0.69629  -3.09204  0.91219
N  -2.68524  -0.41621  0.13605
N  -2.96608  0.55980  -0.70050
N  -3.06345  1.29134  1.38923
C  -3.20863  1.60182  0.10034
C  2.43337  -0.17020  -1.09975
C  3.10183  -1.23914  -0.19942
C  0.76749  1.05635  0.49365
C  -2.40305  -1.71746  -0.30746
C  -1.41081  -2.37547  0.20561
C  0.03365  -0.36326  -1.37138
C  -2.84883  0.02534  1.38633
C  1.15209  2.51295  0.30325
C  0.96759  0.26288  -0.71631
H  0.85923  2.84049  -0.71775
H  -0.24098  1.07021  0.77187
H  -3.07469  2.58094  -0.28098
H  -2.95442  -2.02396  -1.25591
H  2.96769  0.74666  -0.93673
H  4.10685  -1.39092  -0.54727
H  2.61933  -2.27628  -0.04419
H  0.83676  3.09676  1.20981
H  2.55257  -0.48759  -2.08986
H  2.18499  2.68965  0.34949
H  3.07543  -0.92482  0.75672
H  1.17799  0.53097  1.37402
H  -2.95181  -0.57993  2.26464
H  0.28957  -3.06082  0.84507

The HOMO energy is -8.477 eV. The energy above the lowest of the compared OMol25 structures with the same formula, charge and spin is 73.5 kcal per mole. The calculation puts the LUMO energy at 0.67 eV. The HOMO-LUMO gap is 9.149 eV.

Here are the Mulliken charges for atoms 1 to 6, given in e: O -0.40; N -0.61; N 0.67; N -0.73; N -0.56; C -0.21


ORCA calculation (ωB97M-V/def2-TZVPD) on a cluster of 3 separate species, C3H5N6 in total in a non-equilibrium geometry.

Positions of all 14 atoms, in Å:
N  2.82641  -0.84376  0.16402
N  0.89835  0.88121  -0.08065
N  0.90032  2.14255  0.26845
N  -0.27284  0.47156  -0.43520
N  -1.07861  1.48475  -0.33083
N  -2.54617  -0.90748  0.18500
C  -0.38256  2.56577  0.13199
C  3.62872  -1.62891  0.11630
C  -3.07808  -1.91640  0.42900
H  1.71797  0.16986  0.15428
H  -2.06958  1.20459  -0.49916
H  -0.79550  3.44106  0.48582
H  4.49109  -2.36512  0.22527
H  -3.72206  -2.72206  0.63774

The HOMO energy is -15.685 eV. Its net charge is +1. The energy above the lowest of the compared OMol25 structures with the same formula, charge and spin is 0.0 kcal per mole. The calculation puts the LUMO energy at -3.35 eV. The HOMO-LUMO gap is 12.332 eV.

Here are the Mulliken charges for atoms 1 to 6, given in e: N -0.16; N 0.49; N -0.58; N -0.34; N 0.18; N -0.28


ORCA calculation (ωB97M-V/def2-TZVPD) on a structure of composition C22H23BrN4O5S2Sr in a non-equilibrium geometry.

Positions of all 58 atoms, in Å:
Sr  -0.51811  0.47652  1.13695
Br  0.59233  6.53969  -4.38140
S  -2.14400  -1.59532  2.60527
S  -3.36160  1.19435  0.93099
O  0.36010  2.40347  1.65349
O  1.88340  3.92112  1.00501
O  1.84797  1.01224  -2.37660
O  -0.61069  1.97954  -2.02983
O  3.70162  -0.74941  0.25377
N  4.41994  1.43662  -2.85695
N  0.46199  -2.02985  0.40017
N  1.73136  0.45688  0.20312
N  4.87414  3.12560  -4.24822
C  1.01040  4.80119  -3.71603
C  0.28625  2.81222  -2.60436
C  7.97576  0.54718  -3.33275
C  2.48037  -0.64315  0.06380
C  -1.97427  2.40224  -1.99953
C  6.71309  0.38087  -2.79578
C  6.01331  2.36707  -4.05458
C  0.00096  4.07666  -3.08597
C  -3.84836  -1.15048  2.38944
C  8.26314  1.60181  -4.21756
C  1.68827  -1.87594  -0.39501
C  1.58290  2.27841  -2.75584
C  7.29550  2.51778  -4.58393
C  2.44329  1.62364  0.74248
C  -4.31844  -0.06275  1.74160
C  -4.81162  -2.15015  3.01764
C  1.48984  2.76952  1.15570
C  3.95555  2.53756  -3.51561
C  2.27867  4.30926  -3.87051
C  -5.80518  0.20221  1.64109
C  2.57147  3.03195  -3.37674
C  5.74590  1.30512  -3.17785
H  -2.07832  3.31812  -1.41384
H  3.17322  2.03908  0.03875
H  -0.98452  4.50050  -2.97832
H  3.85137  0.86124  -2.24984
H  -2.53557  1.61872  -1.49595
H  9.26676  1.69767  -4.61363
H  -5.55705  -2.51618  2.30427
H  -4.25015  -3.00727  3.38510
H  6.48395  -0.42044  -2.10563
H  0.69013  -2.26426  1.36175
H  2.36549  -2.73490  -0.35925
H  3.02270  1.34104  1.63004
H  1.39006  -1.72117  -1.43606
H  -0.13820  -2.77685  0.07391
H  1.50057  0.75389  -1.46054
H  -5.35546  -1.72203  3.86769
H  3.06195  4.87770  -4.34916
H  7.51442  3.33375  -5.26056
H  8.76214  -0.14607  -3.06203
H  -2.33590  2.56024  -3.01968
H  -6.01887  1.23379  1.93362
H  -6.14518  0.10316  0.60361
H  -6.40787  -0.46056  2.26104

The HOMO energy is -0.708 eV. Its net charge is -2. The energy above the lowest of the compared OMol25 structures with the same formula, charge and spin is 8.5 kcal per mole. The calculation puts the LUMO energy at 3.89 eV. The HOMO-LUMO gap is 4.593 eV.

Here are the Mulliken charges for atoms 1 to 6, given in e: Sr 1.46; Br -0.28; S -0.61; S -0.59; O -1.09; O -0.75


ORCA calculation (ωB97M-V/def2-TZVPD) on a cluster of 2 separate species, C3H9NO3 in total in a non-equilibrium geometry.

Positions of all 16 atoms, in Å:
O  3.07666  -0.32149  -1.27885
O  -0.67378  2.25587  1.63823
O  -1.39138  -1.13903  -1.19366
N  -0.02472  -1.84831  0.43571
C  -1.14589  1.08420  0.95349
C  -0.16134  0.57205  -0.11737
C  -0.55147  -0.85642  -0.35971
H  -0.77330  3.00219  1.04484
H  -0.62308  -2.65793  0.40247
H  -0.27174  1.12395  -1.04956
H  0.86132  0.77231  0.19892
H  -2.11352  1.29784  0.49743
H  3.70808  0.40588  -1.25010
H  -1.27270  0.36485  1.76101
H  3.10895  -0.70728  -2.13903
H  0.51605  -1.66016  1.24025

The HOMO energy is -9.687 eV. The energy above the lowest of the compared OMol25 structures with the same formula, charge and spin is 21.2 kcal per mole. The calculation puts the LUMO energy at 0.70 eV. The HOMO-LUMO gap is 10.385 eV.

Here are the Mulliken charges for atoms 1 to 6, given in e: O -0.62; O -0.54; O -0.62; N -0.41; C -0.49; C -0.33


ORCA calculation (ωB97M-V/def2-TZVPD) on a structure of composition H4O2Si in a non-equilibrium geometry.

Positions of all 7 atoms, in Å:
Si  -0.39737  -0.07934  -0.38308
O  -0.01175  0.38598  1.18069
O  0.95193  -1.00151  -0.50783
H  1.26649  -0.97728  0.66902
H  -1.59580  -0.66860  -1.24264
H  -0.15390  1.29074  1.46743
H  -0.05960  1.05001  -1.18359

The HOMO energy is -10.444 eV. The energy above the lowest of the compared OMol25 structures with the same formula, charge and spin is 37.4 kcal per mole. The calculation puts the LUMO energy at 0.40 eV. The HOMO-LUMO gap is 10.849 eV.

Here are the Mulliken charges for atoms 1 to 6, given in e: Si 0.55; O -0.51; O -0.53; H 0.40; H -0.08; H 0.32


ORCA calculation (ωB97M-V/def2-TZVPD) on a structure of composition C33H44AsInN7O4S2.

Positions of all 92 atoms, in Å:
In  -0.44103  0.54913  0.90941
As  0.49661  -1.16646  4.79110
S  2.46297  1.15386  -0.87221
S  1.12987  -0.35832  2.92972
O  2.85890  2.52419  -1.07775
O  -2.15033  2.05722  4.50984
O  -2.94463  -0.58085  3.78012
O  2.86896  0.44571  0.31221
N  -0.23300  -1.92758  0.12759
N  0.83225  1.05009  -0.85981
N  -2.74087  -0.21693  0.33587
N  -1.13979  2.08425  -0.70288
N  -1.89802  1.02160  2.46420
N  0.22602  2.60402  1.95201
N  -0.96094  -0.82499  -3.14887
C  -1.57604  1.90995  3.45263
C  -0.73887  -2.37083  -1.20135
C  -0.21954  3.96056  3.86554
C  0.25888  2.94099  -2.41623
C  -5.34927  -1.12277  0.23047
C  -0.08423  -1.74426  -2.43113
C  -0.46485  2.85861  3.06869
C  -2.09824  2.94863  -1.02697
C  -0.73280  3.84208  -2.74297
C  2.14076  -1.73279  5.60756
C  3.59783  -1.01936  -2.10529
C  4.59678  -1.88416  -5.66799
C  1.17948  -2.34077  0.22901
C  3.59532  0.16292  -4.60966
C  3.11409  0.86330  -3.51926
C  1.48153  4.59261  2.32205
C  0.02078  2.05312  -1.36492
C  4.08029  -1.71121  -3.20563
C  -4.72684  -0.92669  1.45478
C  -1.93934  3.85694  -2.04935
C  -0.18718  -0.07260  -4.12391
C  -0.31525  0.05523  6.02068
C  3.08373  0.25774  -2.26945
C  1.17786  3.45899  1.58345
C  0.77710  4.84587  3.48565
C  -3.34013  -0.39251  -0.83694
C  4.07240  -1.14047  -4.47404
C  -0.99377  -2.70030  1.12083
C  -3.43357  -0.44172  1.45454
C  -2.01891  -1.54810  -3.84046
C  -4.65369  -0.83218  -0.93132
C  -2.74078  -0.03086  2.72486
C  -0.63142  -2.72343  4.72345
H  -0.33471  -0.44743  6.98963
H  -0.59264  -3.45941  -1.23266
H  4.48679  -2.70503  -3.07104
H  0.99282  5.72035  4.08391
H  1.92733  -2.21162  6.56216
H  0.61449  0.46252  -3.62058
H  -0.71975  -2.36828  2.11725
H  0.28867  0.95983  6.08797
H  0.24523  -2.55106  -3.10875
H  -2.06289  -2.56202  0.97224
H  3.84199  -1.94185  -6.45255
H  -0.70199  -3.14780  5.72558
H  0.26687  -0.72843  -4.88345
H  5.46406  -1.37430  -6.08837
H  -2.72218  4.55957  -2.28980
H  -1.81483  -2.20714  -1.22250
H  2.79887  1.88803  -3.63557
H  4.89389  -2.89712  -5.40552
H  -2.67657  -0.83921  -4.34439
H  2.63990  -2.42920  4.93689
H  1.52840  -2.23781  1.25152
H  -1.31989  0.30292  5.69109
H  -0.19009  -3.45266  4.04601
H  1.19418  2.93912  -2.94774
H  3.66220  -1.44917  -1.11775
H  -5.11169  -0.94767  -1.90364
H  -1.61582  -2.24097  -4.59488
H  1.72326  3.24554  0.67508
H  2.77447  -0.86105  5.75884
H  1.28486  -3.38582  -0.08671
H  0.81161  -1.19665  -2.14596
H  3.61883  0.64189  -5.57983
H  -0.81896  4.10084  4.75361
H  2.26360  5.25265  1.97803
H  -3.00180  2.89988  -0.43197
H  -2.73447  -0.18727  -1.71250
H  -0.56543  4.54144  -3.55077
H  -5.22272  -1.11125  2.39651
H  -1.62106  -2.42097  4.38297
H  1.79293  -1.70842  -0.40225
H  -0.82832  0.64794  -4.63098
H  -2.62067  -2.12866  -3.14118
H  -6.36868  -1.48162  0.18559
H  -0.76922  -3.77011  1.02857

The HOMO energy is -11.028 eV. Its net charge is +1. The energy above the lowest of the compared OMol25 structures with the same formula, charge and spin is 14.8 kcal per mole. The calculation puts the LUMO energy at -2.47 eV. The HOMO-LUMO gap is 8.555 eV.

Here are the Mulliken charges for atoms 1 to 6, given in e: In 2.33; As 0.88; S 1.70; S -0.30; O -0.73; O -0.66


ORCA calculation (ωB97M-V/def2-TZVPD) on a cluster of 12 separate species, C5H33NO12 in total in a non-equilibrium geometry.

Positions of all 51 atoms, in Å:
O  1.77017  2.19863  2.28978
O  3.21631  0.77361  0.41241
O  0.65202  -4.59072  -0.02357
O  -1.68877  -1.11374  3.10762
O  -0.89469  -3.15602  -1.71619
O  1.73015  -3.25766  -2.19671
O  1.11353  3.45032  -0.04755
O  -3.04673  -1.73235  0.83460
O  -1.09795  3.82639  -1.57477
O  3.23496  -1.13063  -1.50608
O  0.09840  0.75522  3.81153
O  -2.07768  1.85997  -3.08845
N  0.29767  1.08544  -1.80896
C  -0.32167  -0.77093  1.31765
C  -2.00229  0.73962  -2.68714
C  -0.72434  0.66016  0.95115
C  -1.65182  0.72218  -0.27014
C  -0.97058  0.38016  -1.59037
H  -0.98479  -0.41960  3.24206
H  0.07843  -3.10721  -1.98708
H  -1.25601  1.08494  1.77173
H  -2.52033  0.05199  -0.10273
H  0.14404  -1.26721  0.47335
H  -1.90875  4.29646  -1.26195
H  -1.61033  -1.73564  3.81744
H  3.27441  -0.77778  -0.57981
H  -2.12291  1.76017  -0.36339
H  2.32822  -2.50266  -1.95844
H  -1.18596  -1.37095  1.59461
H  4.06056  1.22331  0.35397
H  0.12501  1.33916  0.84398
H  -0.71741  -0.70323  -1.64502
H  0.50630  1.18773  -2.78763
H  -2.59986  -1.45190  1.66780
H  2.64136  1.19530  -0.25365
H  1.79939  -3.93547  -1.49387
H  0.21244  3.60756  -0.47046
H  1.38548  2.75424  1.58250
H  0.64047  -4.21334  0.85322
H  -0.11661  -4.19161  -0.51531
H  2.37764  1.59481  1.83089
H  2.67803  -0.42062  -1.86175
H  1.59295  4.29791  -0.19428
H  -2.37165  -2.21308  0.32249
H  0.35407  2.00108  -1.36124
H  -1.28795  -3.76585  -2.32229
H  0.37635  -0.71149  2.17571
H  0.72617  1.18458  3.19502
H  -1.43594  3.12480  -2.19731
H  -0.18330  1.43098  4.43398
H  -2.63622  -0.04705  -3.01733

The HOMO energy (spin up / spin down) is -12.847 / -12.795 eV. Its net charge is +1. As for the spin multiplicity: 2. The energy above the lowest of the compared OMol25 structures with the same formula, charge and spin is 35.7 kcal per mole. The calculation puts the LUMO energy (spin up / spin down) at -4.32 / -9.04 eV. The HOMO-LUMO gap (spin up / spin down) is 8.529 / 3.753 eV.

Here are the Mulliken charges for atoms 1 to 6, given in e: O -0.78; O -0.74; O -0.71; O -0.70; O -0.62; O -0.79